Entry 1:
The following is a DFT calculation (ωB97M-V/def2-TZVPD) of 5 unconnected molecules or ions with the total composition C17H42BN5O4S.

Structure (XYZ):
```
70
Properties=species:S:1:pos:R:3:forces:R:3:mulliken_charge:R:1
C 2.8610 -0.1956 -1.7675 0.45 -0.05 0.23 -0.784
C 3.3314 1.2538 -1.9567 0.30 0.50 -0.07 -0.454
N 2.7206 1.9649 -3.0925 -0.38 -0.56 -0.35 -0.322
B 1.3103 2.0913 -3.1852 -0.01 0.13 0.04 0.156
C 0.5062 2.9660 -2.1569 0.03 -0.40 0.17 -0.535
S -0.6574 2.0789 -1.0801 -0.01 0.19 0.41 -0.068
C -1.0574 0.5106 -1.8654 -0.26 -0.16 -0.47 0.195
C -1.8670 0.5927 -3.1588 -0.09 -0.34 0.21 -1.184
H 2.2173 -0.2915 -0.8940 -0.29 -0.02 -0.19 0.254
H 3.7343 -0.8174 -1.5670 -0.02 -0.07 0.05 0.175
H 2.3773 -0.5942 -2.6580 -0.15 0.07 0.01 0.271
H 4.4085 1.2446 -2.1220 0.04 0.14 0.10 0.394
H 3.1466 1.8294 -1.0498 0.02 0.01 0.03 0.215
H 3.1362 1.6889 -3.9712 0.08 -0.42 0.12 0.198
H 0.7258 1.5441 -4.0790 0.13 0.46 -0.32 -0.193
H 1.1946 3.4849 -1.4900 -0.05 0.05 0.05 0.312
H -0.0390 3.7186 -2.7329 -0.03 0.01 0.00 0.388
H -0.1809 -0.1198 -2.0174 0.12 0.09 0.12 0.065
H -1.6701 0.0045 -1.1185 0.11 0.04 0.16 -0.064
H -1.2293 0.7315 -4.0267 -0.04 0.23 -0.04 0.252
H -2.3901 -0.3568 -3.2941 0.00 -0.02 -0.06 0.357
H -2.6172 1.3796 -3.0995 0.04 0.09 -0.08 0.302
C 7.5045 -1.9003 -4.6074 0.05 0.14 0.09 -0.821
N 7.1927 -1.3544 -3.3022 -0.02 -0.02 -0.03 -0.171
C 6.3513 -1.8553 -2.3575 -0.01 -0.03 -0.01 0.834
C 5.6316 -3.1456 -2.6798 0.00 0.03 0.03 -1.427
O 6.1891 -1.2754 -1.2977 0.00 0.02 0.00 -0.628
H 8.5711 -2.1155 -4.6906 -0.01 -0.05 -0.03 0.282
H 7.2341 -1.1951 -5.3951 -0.02 -0.04 -0.03 0.280
H 6.9559 -2.8219 -4.7704 0.00 -0.01 -0.01 0.310
H 7.6397 -0.4944 -3.0261 0.01 0.00 0.00 0.231
H 5.0055 -3.4034 -1.8317 0.00 0.03 0.02 0.320
H 5.0026 -3.0313 -3.5634 0.02 -0.04 -0.02 0.366
H 6.3414 -3.9543 -2.8575 -0.02 -0.01 -0.04 0.473
C -4.7517 -4.0386 0.1585 0.05 -0.05 -0.16 -0.778
N -3.5993 -3.8179 -0.6910 -0.02 0.01 0.04 -0.157
C -2.4728 -3.1071 -0.4034 0.01 0.05 0.04 0.672
C -2.3986 -2.4649 0.9602 0.11 -0.04 -0.25 -1.378
O -1.5779 -3.0056 -1.2273 0.01 0.02 -0.05 -0.672
H -4.8989 -5.1052 0.3405 -0.01 0.01 0.05 0.279
H -5.6565 -3.6425 -0.3067 -0.02 0.02 0.05 0.281
H -4.6123 -3.5425 1.1137 -0.01 0.00 0.01 0.267
H -3.5977 -4.2247 -1.6127 0.00 0.00 -0.01 0.241
H -1.4542 -1.9355 1.0407 0.02 -0.01 -0.03 0.331
H -3.2134 -1.7577 1.1072 -0.02 -0.03 0.10 0.377
H -2.4523 -3.2132 1.7480 -0.07 0.05 0.05 0.559
C -3.1359 4.5372 1.5808 0.13 -0.08 -0.09 -0.854
N -1.8373 5.0610 1.2148 0.03 0.01 0.04 -0.067
C -1.3721 6.3304 1.3415 -0.03 0.00 0.01 0.866
C -2.3097 7.3557 1.9433 0.04 0.01 -0.01 -1.286
O -0.2449 6.6262 0.9829 0.01 0.02 0.00 -0.652
H -3.0345 3.7398 2.3192 -0.04 0.02 0.03 0.278
H -3.6422 4.1263 0.7058 -0.04 0.02 0.01 0.257
H -3.7554 5.3215 2.0033 -0.01 0.00 0.01 0.360
H -1.1720 4.4220 0.8070 -0.02 -0.06 -0.05 0.099
H -1.7914 8.3087 1.9738 0.03 -0.01 -0.02 0.285
H -3.2124 7.4604 1.3404 -0.03 -0.01 0.04 0.349
H -2.5975 7.0742 2.9569 -0.05 0.00 -0.01 0.356
C -3.0444 -3.3671 7.0474 -0.11 -0.05 -0.12 -0.853
N -3.3477 -2.9953 5.6799 0.03 0.00 0.03 -0.160
C -2.7409 -2.0551 4.9087 0.04 0.05 0.01 0.821
C -1.6001 -1.2785 5.5247 -0.02 0.01 -0.04 -1.345
O -3.1089 -1.8545 3.7625 -0.07 -0.01 0.10 -0.621
H -2.7666 -4.4205 7.1074 0.04 0.01 0.03 0.285
H -3.9092 -3.2020 7.6919 0.03 0.02 0.04 0.288
H -2.2185 -2.7735 7.4241 0.01 0.00 0.01 0.321
H -4.1001 -3.4757 5.2125 -0.01 0.00 0.00 0.231
H -1.2299 -0.5774 4.7839 -0.02 -0.01 -0.03 0.285
H -1.9347 -0.7251 6.4028 0.03 -0.02 0.03 0.373
H -0.7891 -1.9451 5.8195 0.00 0.01 0.05 0.379
```
Positions in Å, forces in eV/Å.

The LUMO energy comes out at 0.599 eV. Its SMILES is CCNBCSCC.CNC(C)=O.CNC(C)=O.CNC(C)=O.CNC(C)=O. As for the spin multiplicity: 1. The relative energy (zero: lowest compared OMol25 entry of this formula, charge and spin) is 0.0 kcal per mole. The orbital gap is 8.53 eV. Its total energy is -45464.1001 eV.

Entry 2:
The following is a DFT calculation (ωB97M-V/def2-TZVPD) of 11 unconnected molecules or ions with the total composition C17H42Cl2N11O20.

Structure (XYZ):
```
92
Properties=species:S:1:pos:R:3:forces:R:3:mulliken_charge:R:1
C 3.6031 3.4448 -0.7789 -0.75 -1.79 0.03 -0.426
C 3.5612 1.9186 -1.1529 1.06 -0.57 -0.03 0.576
N 4.1190 1.5296 -2.2494 -0.14 0.65 0.61 -0.793
C 2.8826 0.8712 -0.2048 -0.51 0.49 0.34 -0.379
C 1.6016 0.1666 -0.7843 0.35 0.01 -1.12 -1.258
C 0.7667 1.1311 -1.6835 0.92 -0.53 1.91 -0.207
Cl -0.6870 0.2316 -2.3983 0.35 0.06 -0.12 -0.142
C 0.2029 2.3362 -0.8580 0.16 0.99 -1.10 1.372
C -0.6085 3.3660 -1.7473 0.20 -0.38 -0.14 -1.154
Cl -0.7773 1.8180 0.6028 0.43 0.18 -0.67 -0.133
H 4.6336 3.8603 -0.8045 -0.74 -0.27 -0.12 0.314
H 3.1726 3.5117 0.2484 0.49 0.33 -0.85 -0.097
H 2.9211 3.9449 -1.5024 0.69 -0.02 0.58 0.138
H 4.0261 0.5105 -2.3470 -0.24 0.22 0.14 0.314
H 3.6158 0.0516 0.0199 -0.48 0.73 -0.30 0.448
H 2.6797 1.3573 0.7897 0.09 -0.21 -0.77 -0.020
H 1.9953 -0.6529 -1.4595 -0.45 0.65 0.36 0.123
H 1.3602 1.4866 -2.5623 -0.85 0.25 0.32 0.504
H 1.0602 2.9236 -0.4446 -0.66 -0.83 -0.12 -0.924
H -1.5424 3.6999 -1.2465 0.69 -0.14 -0.27 0.303
H -0.8806 2.9259 -2.7409 0.16 0.18 0.94 0.279
H 0.0494 4.2386 -1.9617 -0.52 -0.45 0.28 0.242
C 0.9799 6.9134 1.6275 -0.19 0.24 0.20 -0.877
N 2.0049 6.0245 1.0280 0.01 0.03 0.27 0.984
O 3.0074 5.8133 1.6728 0.13 0.08 -0.13 -0.526
O 1.7626 5.5701 -0.0699 -0.22 0.25 -0.06 -0.496
H 1.3301 7.2400 2.6017 0.02 -0.13 -0.07 0.309
H 0.8494 7.7602 0.9573 -0.03 -0.11 -0.08 0.296
H 0.0625 6.3370 1.7194 0.09 0.05 -0.10 0.307
C 0.4780 2.4183 4.2604 -0.27 -0.10 -0.22 -0.132
N 1.2478 3.5834 3.7521 -0.03 -0.39 0.15 0.980
O 0.6212 4.5072 3.2639 0.02 0.18 -0.03 -0.554
O 2.4522 3.5366 3.8589 -0.04 0.17 -0.01 -0.567
H -0.5774 2.6015 4.0990 0.12 0.06 -0.07 -0.050
H 0.8064 1.5392 3.7035 -0.03 0.37 0.21 0.083
H 0.6940 2.3212 5.3219 0.11 -0.02 -0.08 0.350
C -2.8087 -1.4931 -0.0910 0.09 0.36 -0.11 -0.330
N -2.7167 -2.0707 1.2760 0.08 0.24 -0.21 0.986
O -2.1420 -1.4266 2.1230 -0.05 -0.12 0.20 -0.524
O -3.2310 -3.1609 1.4499 -0.05 -0.16 0.11 -0.611
H -2.3113 -0.5268 -0.1001 0.09 -0.12 0.06 -0.105
H -2.3191 -2.1836 -0.7728 -0.08 0.02 0.03 0.268
H -3.8650 -1.3868 -0.3283 0.04 -0.17 -0.02 0.273
C -2.3925 -1.8931 -5.4837 0.34 -0.16 -0.06 -0.747
N -3.5209 -1.4546 -4.6240 0.32 -0.05 -0.07 0.879
O -3.4195 -1.6457 -3.4343 -0.27 -0.08 0.19 -0.426
O -4.4673 -0.9346 -5.1795 -0.19 0.01 0.01 -0.551
H -1.6255 -2.3354 -4.8550 -0.09 0.12 0.06 0.296
H -2.7839 -2.6240 -6.1882 -0.07 0.14 -0.03 0.262
H -2.0096 -1.0149 -5.9977 -0.10 -0.04 -0.01 0.298
C 1.4826 -2.2497 4.2172 -0.47 0.05 -0.14 -0.572
N 2.2584 -1.0749 3.7462 -0.21 -0.10 -0.10 0.936
O 1.6358 -0.1422 3.2917 0.23 -0.13 -0.08 -0.612
O 3.4655 -1.1348 3.8505 0.15 0.04 0.04 -0.575
H 0.4253 -2.0538 4.0614 0.09 0.08 -0.10 0.290
H 1.8057 -3.1098 3.6376 0.10 0.02 0.14 0.286
H 1.6989 -2.3823 5.2693 0.07 -0.03 -0.11 0.110
C -6.5555 -4.0456 -4.2913 -0.12 0.34 0.06 -0.774
N -5.7065 -4.9040 -5.1563 -0.05 0.25 0.14 0.927
O -5.1128 -4.3592 -6.0697 0.01 -0.34 0.29 -0.514
O -5.6681 -6.0916 -4.8843 0.09 0.44 0.03 -0.567
H -6.4922 -3.0214 -4.6483 0.10 -0.09 -0.02 0.318
H -7.5748 -4.4188 -4.3599 0.09 -0.09 0.09 0.292
H -6.1738 -4.1258 -3.2761 -0.06 -0.10 -0.04 0.304
C -4.0109 3.9051 5.8887 -0.08 0.24 0.24 -0.781
N -3.0144 2.9341 5.3714 -0.03 0.02 0.02 0.873
O -2.0279 2.7279 6.0476 0.02 -0.04 0.18 -0.513
O -3.2581 2.4163 4.3071 -0.01 -0.05 -0.08 -0.468
H -3.6621 4.2864 6.8436 0.05 -0.07 -0.07 0.315
H -4.0956 4.7067 5.1590 -0.07 -0.12 -0.04 0.301
H -4.9539 3.3761 6.0037 0.03 0.04 -0.14 0.278
C -5.5007 -6.8052 -7.7252 -0.05 0.11 -0.22 -0.778
N -4.6554 -7.6636 -8.5939 -0.14 0.18 -0.02 0.892
O -4.0636 -7.1293 -9.5079 0.11 -0.07 -0.10 -0.538
O -4.6159 -8.8456 -8.3265 0.04 -0.12 -0.02 -0.544
H -5.4411 -5.7829 -8.0815 0.09 -0.12 -0.06 0.316
H -6.5206 -7.1782 -7.7943 0.09 -0.12 0.11 0.281
H -5.1199 -6.8782 -6.7115 -0.09 -0.18 -0.21 0.381
C 3.2504 -4.3842 8.2624 0.31 -0.02 0.15 -0.744
N 2.4066 -4.1768 7.0586 0.20 -0.08 0.02 0.834
O 2.9652 -4.1288 5.9852 0.07 -0.21 0.05 -0.483
O 1.2121 -4.0686 7.2376 -0.12 0.03 0.00 -0.501
H 4.2874 -4.4620 7.9507 -0.10 0.03 -0.07 0.316
H 3.1054 -3.5268 8.9153 -0.10 -0.10 0.01 0.297
H 2.9190 -5.3031 8.7398 -0.09 0.11 0.03 0.275
C 7.5739 1.7604 -1.6603 -0.26 0.17 0.01 -0.658
N 9.0143 1.7936 -2.0264 -0.23 0.09 0.07 0.875
O 9.4739 2.8487 -2.4113 0.18 0.01 -0.05 -0.534
O 9.6354 0.7574 -1.9147 0.14 -0.04 -0.03 -0.550
H 7.1517 2.7485 -1.8096 0.05 -0.08 -0.05 0.295
H 7.0867 1.0336 -2.3047 -0.01 0.00 0.12 0.280
H 7.5081 1.4663 -0.6156 0.00 -0.13 -0.09 0.283
```
Positions in Å, forces in eV/Å.

The LUMO energy comes out at 1.042 eV. The total charge is -1. As for the spin multiplicity: 1. The orbital gap is 3.28 eV. Its total energy is -100667.0480 eV.

Entry 3:
The following is a DFT calculation (ωB97M-V/def2-TZVPD) of 10 unconnected molecules or ions with the total composition C17H42F6O11.

Structure (XYZ):
```
76
Properties=species:S:1:pos:R:3:forces:R:3:mulliken_charge:R:1
C 0.9624 3.7931 -2.7477 6.43 -6.01 -4.02 -0.086
C 1.9704 3.0005 -3.3763 -6.45 3.11 5.14 -0.307
C 3.0866 1.7611 -3.5006 6.15 2.70 0.19 0.609
O 4.4018 2.1159 -3.4998 -9.14 -2.60 -0.13 -0.507
O 2.7371 0.3408 -3.6552 -0.23 3.35 2.56 -0.312
C 1.8149 -0.1291 -2.6104 -1.59 -1.19 -0.55 -0.155
C 0.5387 -0.8411 -3.4241 -0.56 0.90 0.44 0.261
C -0.8073 -0.6535 -2.5070 0.69 0.68 -0.66 -0.501
F 0.3461 -0.0512 -4.6701 0.47 -1.64 2.58 -0.363
C 2.4889 -1.2794 -1.6021 1.26 -0.18 0.03 0.726
F 3.7811 -1.7593 -2.1504 -4.03 0.97 1.81 -0.312
F 1.5782 -2.4143 -1.3188 2.89 3.18 -0.88 -0.272
C 2.8531 -0.5696 -0.1355 1.11 1.08 2.32 0.554
F 3.7594 0.6143 -0.3361 -3.22 -4.16 0.57 -0.209
F 3.5582 -1.4915 0.7973 -2.48 3.09 -3.13 -0.243
F 1.6408 -0.0577 0.5710 4.02 -1.83 -2.44 -0.222
H 0.0168 4.3729 -2.3063 2.77 -1.45 -1.43 0.347
H 1.4050 0.7041 -1.8965 0.82 -1.31 -1.56 0.310
H 0.7838 -1.9439 -3.7311 -0.45 2.26 0.46 0.249
H -0.8350 0.4936 -2.1854 -0.11 -2.57 -0.75 0.004
H -0.7055 -1.2757 -1.5191 -0.33 0.99 -2.03 0.162
H -1.7661 -0.9250 -3.1371 2.09 0.43 1.55 0.250
C -2.2207 2.3163 -0.2328 0.10 0.07 0.19 -0.566
O -0.9356 1.7391 -0.3726 0.63 -0.27 0.07 -0.138
H -2.4015 2.9894 -1.0741 0.07 -0.21 0.13 0.251
H -2.9772 1.5276 -0.2310 -0.23 0.10 -0.04 0.097
H -2.2672 2.8826 0.7006 -0.28 -0.03 -0.23 0.396
H -0.8037 1.1474 0.3875 -0.11 0.35 -0.13 0.141
C 3.8960 -5.1547 0.9705 -0.01 0.18 -0.13 -0.131
O 4.7671 -4.9996 -0.1347 -0.01 0.26 -0.41 -0.531
H 4.2795 -5.9478 1.6167 0.01 0.11 -0.17 0.303
H 3.8503 -4.2192 1.5336 -0.18 -0.10 0.20 0.137
H 2.8995 -5.4274 0.6148 -0.15 -0.02 0.26 -0.070
H 4.4013 -4.2899 -0.6895 0.32 -0.37 0.25 0.296
C -2.9820 5.5933 2.4588 0.16 0.05 0.15 -0.547
O -2.4254 4.2972 2.3377 0.38 -0.18 0.35 -0.440
H -3.8520 5.6692 1.8022 0.17 -0.11 0.07 0.135
H -3.2928 5.7623 3.4928 -0.12 0.24 -0.06 0.262
H -2.2395 6.3387 2.1637 -0.18 0.21 0.02 0.282
H -1.6561 4.2600 2.9312 -0.41 -0.10 -0.37 0.265
C 0.3497 -7.4462 0.6437 0.14 0.00 -0.14 -0.434
O -0.1541 -6.1901 0.2284 0.13 0.46 -0.35 -0.468
H -0.2885 -7.8401 1.4382 0.05 0.16 -0.15 0.223
H 0.3451 -8.1392 -0.2014 0.08 -0.21 0.16 0.237
H 1.3671 -7.3245 1.0232 0.03 -0.28 0.08 0.168
H 0.4320 -5.8659 -0.4764 -0.41 -0.12 0.39 0.273
C -1.6316 -0.6657 3.1287 -0.08 -0.34 0.21 -0.547
O -1.1384 -0.1076 1.9247 0.33 -0.12 -0.78 -0.481
H -1.9460 0.1430 3.7926 0.12 -0.08 -0.19 0.248
H -2.4882 -1.3081 2.9096 -0.07 0.01 0.18 0.319
H -0.8421 -1.2456 3.6129 -0.18 0.09 0.15 0.111
H -0.8674 -0.8485 1.3563 -0.12 0.37 0.31 0.176
C -5.6484 3.4153 0.1657 -0.13 0.12 -0.05 -0.550
O -4.7774 3.5703 -0.9395 -0.07 0.36 -0.52 -0.430
H -5.2650 2.6221 0.8119 0.04 0.14 -0.15 0.219
H -5.6942 4.3508 0.7289 -0.16 -0.12 0.21 0.209
H -6.6450 3.1425 -0.1900 -0.11 -0.02 0.25 0.322
H -5.1432 4.2801 -1.4943 0.27 -0.43 0.25 0.256
C -5.0818 -1.2496 -2.8481 -0.11 0.17 0.08 -0.625
O -3.9359 -0.8291 -2.1310 0.06 0.36 0.35 -0.359
H -4.8489 -2.1760 -3.3784 0.05 0.15 0.13 0.221
H -5.9040 -1.4285 -2.1507 -0.17 -0.10 -0.20 0.253
H -5.3636 -0.4798 -3.5706 -0.20 -0.15 -0.11 0.289
H -4.1728 -0.0058 -1.6711 0.26 -0.39 -0.24 0.237
C 4.6251 3.7210 0.2991 0.06 -0.11 -0.24 -0.289
O 5.1183 4.2791 -0.9048 0.21 -0.15 -0.31 -0.510
H 4.3107 4.5297 0.9631 0.08 -0.06 -0.16 0.272
H 3.7686 3.0786 0.0801 -0.06 -0.03 0.27 -0.023
H 5.4146 3.1411 0.7834 -0.14 -0.08 0.25 0.248
H 5.3893 3.5382 -1.4732 -0.21 0.46 0.13 0.293
C 1.8523 -1.8038 4.9019 0.16 0.05 -0.13 -0.595
O 1.3485 -0.5477 4.4866 0.15 0.39 -0.34 -0.466
H 1.2141 -2.1976 5.6964 0.05 0.14 -0.13 0.248
H 1.8477 -2.4968 4.0568 0.09 -0.23 0.13 0.228
H 2.8697 -1.6820 5.2814 0.01 -0.27 0.08 0.310
H 1.9346 -0.2235 3.7818 -0.41 -0.08 0.37 0.291
```
Positions in Å, forces in eV/Å.

The LUMO energy comes out at -0.886 eV. Its SMILES is C#CC(=O)O[C@@H]([C@@H](C)F)C(F)(F)C(F)(F)F.CO.CO.CO.CO.CO.CO.CO.CO.CO. As for the spin multiplicity: 1. The orbital gap is 8.96 eV. Its total energy is -57123.2010 eV.